--- w ---
A molecular structure, C33H35BeClN7O6P2S2, computed with wB97M-V/def2-TZVPD.

Each line ends with the Löwdin charge.
CARTESIAN COORDINATES (ANGSTROEM)
Be (13.436, 13.071, 13.082)  0.046
C (10.930, 4.758, 11.174)  -0.242
N (12.063, 4.637, 10.224)  -0.221
C (11.601, 5.167, 8.906)  -0.217
N (11.026, 6.485, 8.900)  -0.197
C (9.844, 6.462, 9.802)  -0.138
N (10.278, 6.003, 11.156)  -0.230
C (10.960, 7.017, 11.918)  -0.285
P (12.609, 7.052, 10.914)  0.975
C (13.241, 5.267, 10.748)  -0.338
C (11.983, 7.503, 9.277)  -0.373
H (11.241, 4.415, 12.209)  0.142
H (10.185, 3.970, 10.744)  0.140
H (10.795, 4.531, 8.559)  0.107
H (12.472, 5.087, 8.175)  0.141
H (9.146, 5.725, 9.478)  0.106
H (9.391, 7.423, 9.849)  0.112
H (11.204, 6.755, 12.978)  0.082
H (10.435, 7.967, 11.737)  0.086
H (13.520, 4.800, 11.703)  0.077
H (14.117, 5.123, 10.089)  0.080
H (12.784, 7.566, 8.547)  0.075
H (11.451, 8.466, 9.294)  0.092
N (14.233, 13.475, 11.832)  -0.172
P (15.446, 13.816, 10.993)  0.735
C (16.158, 12.375, 10.184)  -0.288
C (16.496, 11.279, 11.003)  -0.048
C (17.083, 10.153, 10.411)  -0.079
C (17.317, 10.136, 9.040)  -0.104
C (16.918, 11.210, 8.278)  -0.106
C (16.230, 12.277, 8.815)  -0.082
C (15.000, 15.008, 9.696)  -0.271
C (15.954, 15.541, 8.800)  -0.109
C (15.603, 15.862, 7.521)  -0.132
C (14.273, 15.950, 7.108)  -0.097
C (13.334, 15.697, 8.102)  -0.105
C (13.670, 15.229, 9.379)  -0.070
C (16.864, 14.548, 11.886)  -0.238
C (18.126, 14.578, 11.296)  -0.089
C (19.097, 15.334, 11.969)  -0.099
C (18.936, 15.925, 13.210)  -0.097
C (17.666, 15.942, 13.750)  -0.103
C (16.666, 15.269, 13.117)  -0.079
H (16.226, 11.349, 12.066)  0.109
H (17.323, 9.276, 11.015)  0.103
H (17.676, 9.196, 8.583)  0.107
H (17.021, 11.200, 7.203)  0.097
H (15.808, 13.075, 8.191)  0.104
H (17.033, 15.546, 9.069)  0.109
H (16.411, 16.067, 6.815)  0.101
H (13.942, 16.131, 6.019)  0.126
H (12.261, 15.813, 7.888)  0.103
H (12.792, 14.851, 9.995)  0.126
H (18.450, 13.990, 10.458)  0.103
H (20.056, 15.392, 11.489)  0.089
H (19.851, 16.130, 13.748)  0.100
H (17.487, 16.462, 14.700)  0.113
H (15.657, 15.389, 13.473)  0.091
O (10.683, 15.101, 14.637)  -0.305
Cl (11.566, 14.957, 13.521)  0.779
O (12.869, 15.493, 13.857)  -0.331
O (10.960, 15.483, 12.372)  -0.288
O (11.892, 13.418, 13.217)  -0.324
N (7.943, 14.440, 15.388)  0.083
C (8.593, 13.200, 15.408)  -0.336
C (9.179, 12.679, 16.636)  -0.005
C (10.019, 11.572, 16.533)  -0.071
C (10.087, 10.905, 15.336)  -0.350
C (9.293, 11.220, 14.255)  -0.053
C (8.509, 12.390, 14.298)  -0.042
S (11.279, 9.655, 15.159)  0.626
O (10.729, 8.546, 14.360)  -0.356
O (11.859, 9.158, 16.412)  -0.414
N (12.283, 10.553, 14.216)  -0.092
C (13.424, 10.911, 14.746)  -0.634
S (14.245, 10.183, 16.122)  1.025
C (15.530, 11.381, 16.008)  -0.406
C (15.257, 12.264, 14.963)  -0.253
N (14.123, 12.029, 14.265)  -0.029
H (8.368, 15.217, 15.893)  0.090
H (7.847, 14.763, 14.461)  0.060
H (9.178, 13.231, 17.586)  0.107
H (10.663, 11.178, 17.347)  0.124
H (9.392, 10.623, 13.298)  0.137
H (7.729, 12.690, 13.535)  0.134
H (16.279, 11.411, 16.810)  0.048
H (16.000, 13.047, 14.662)  0.109

Calculated values
- Gap between HOMO and LUMO: 7.0 eV
- 2S+1: 1
- HOMO level: -4.6 eV
- Charge: -1

=====

--- x ---
A molecular structure, C33H35BeClN7O6P2S2, computed with wB97M-V/def2-TZVPD.

Each line ends with the Löwdin charge.
CARTESIAN COORDINATES (ANGSTROEM)
Be (-1.089, 1.559, -0.080)  0.069
C (1.408, -2.269, 7.482)  -0.196
N (2.112, -3.222, 6.630)  -0.160
C (1.170, -4.168, 5.978)  -0.169
N (0.035, -3.479, 5.313)  -0.153
C (-0.583, -2.461, 6.198)  -0.192
N (0.399, -1.556, 6.740)  -0.203
C (0.883, -0.603, 5.763)  -0.317
P (1.844, -1.548, 4.383)  1.007
C (2.890, -2.574, 5.568)  -0.365
C (0.462, -2.789, 4.120)  -0.372
H (2.064, -1.526, 7.906)  0.118
H (0.805, -2.765, 8.247)  0.124
H (0.734, -4.839, 6.705)  0.112
H (1.725, -4.773, 5.298)  0.109
H (-1.129, -2.960, 7.019)  0.125
H (-1.293, -1.835, 5.615)  0.130
H (1.560, 0.127, 6.191)  0.071
H (0.089, -0.105, 5.214)  0.075
H (3.588, -1.867, 6.074)  0.083
H (3.508, -3.252, 4.994)  0.064
H (0.903, -3.480, 3.418)  0.068
H (-0.394, -2.254, 3.723)  0.080
N (0.061, 0.948, -0.861)  -0.174
P (1.471, 0.916, -1.439)  0.755
C (1.925, -0.649, -2.132)  -0.270
C (1.980, -1.789, -1.321)  -0.071
C (2.807, -2.901, -1.642)  -0.093
C (3.306, -2.963, -2.875)  -0.091
C (3.040, -1.904, -3.796)  -0.085
C (2.513, -0.733, -3.412)  -0.100
C (1.762, 2.222, -2.658)  -0.297
C (3.040, 2.459, -3.066)  -0.107
C (3.311, 3.617, -3.784)  -0.100
C (2.334, 4.495, -4.180)  -0.089
C (1.034, 4.288, -3.712)  -0.061
C (0.838, 3.214, -2.871)  -0.081
C (2.590, 1.259, -0.032)  -0.254
C (3.420, 0.267, 0.538)  -0.065
C (4.131, 0.541, 1.715)  -0.105
C (4.154, 1.837, 2.220)  -0.100
C (3.425, 2.808, 1.547)  -0.087
C (2.514, 2.491, 0.547)  -0.087
H (1.266, -1.751, -0.465)  0.128
H (2.933, -3.699, -0.946)  0.098
H (3.734, -3.886, -3.162)  0.090
H (3.367, -1.949, -4.836)  0.103
H (2.362, 0.089, -4.096)  0.102
H (3.897, 1.832, -2.754)  0.127
H (4.319, 3.846, -4.102)  0.097
H (2.555, 5.313, -4.832)  0.092
H (0.174, 4.941, -3.807)  0.107
H (-0.122, 3.150, -2.361)  0.093
H (3.606, -0.666, 0.056)  0.075
H (4.632, -0.271, 2.198)  0.082
H (4.666, 2.091, 3.149)  0.098
H (3.453, 3.840, 1.888)  0.102
H (1.832, 3.252, 0.191)  0.111
O (-3.286, 3.634, 1.193)  -0.337
Cl (-2.021, 4.130, 0.581)  0.788
O (-2.170, 4.265, -0.834)  -0.316
O (-1.488, 5.239, 1.324)  -0.312
O (-0.899, 3.034, 0.749)  -0.352
N (-5.868, 0.798, -7.674)  0.064
C (-5.406, 0.432, -6.404)  -0.335
C (-6.291, -0.144, -5.451)  -0.041
C (-5.809, -0.752, -4.322)  -0.063
C (-4.450, -0.634, -4.029)  -0.318
C (-3.615, 0.034, -4.892)  -0.059
C (-4.054, 0.426, -6.140)  -0.045
S (-3.816, -1.474, -2.648)  0.592
O (-2.634, -2.091, -3.168)  -0.307
O (-4.798, -2.368, -2.019)  -0.375
N (-3.352, -0.188, -1.740)  -0.070
C (-3.073, -0.273, -0.522)  -0.608
S (-3.854, -1.587, 0.536)  0.975
C (-3.491, -0.555, 1.870)  -0.488
C (-2.875, 0.611, 1.526)  -0.258
N (-2.464, 0.703, 0.221)  -0.037
H (-6.803, 1.263, -7.637)  0.104
H (-5.210, 1.166, -8.361)  0.086
H (-7.387, -0.151, -5.685)  0.118
H (-6.421, -1.267, -3.592)  0.110
H (-2.588, 0.281, -4.501)  0.142
H (-3.380, 0.802, -6.911)  0.111
H (-3.918, -0.696, 2.917)  0.075
H (-2.604, 1.443, 2.207)  0.109

Calculated values
- Gap between HOMO and LUMO: 6.9 eV
- 2S+1: 1
- HOMO level: -4.6 eV
- Charge: -1

=====

Which is most stable, and by how much? x, by 0.747 eV.

=====

--- w ---
2 unconnected molecules or ions with the total composition C8H11N3O, computed with wB97M-V/def2-TZVPD.

Each line ends with the Löwdin charge.
CARTESIAN COORDINATES (ANGSTROEM)
C (-0.839, -2.861, -1.517)  -0.363
C (0.076, -1.737, -1.261)  -0.071
C (-1.034, -3.758, -0.375)  -0.094
C (1.738, 0.197, 1.268)  -0.095
C (0.471, 1.049, 1.184)  -0.328
C (-0.742, 0.233, 0.657)  -0.171
C (-1.157, 0.938, -0.644)  -0.224
C (0.612, 2.178, 0.147)  -0.198
H (2.031, -0.166, 0.294)  0.034
H (1.586, -0.680, 1.913)  0.083
H (2.576, 0.773, 1.667)  0.075
H (0.255, 1.464, 2.173)  0.127
H (-1.560, 0.188, 1.376)  0.111
H (-0.444, -0.783, 0.476)  0.043
H (-1.528, 0.247, -1.408)  0.099
H (-1.953, 1.675, -0.437)  0.113
H (-0.076, 2.264, -1.795)  0.109
H (0.028, 3.062, 0.464)  0.113
H (1.658, 2.496, 0.010)  0.119
N (0.792, -0.854, -1.070)  0.221
N (-1.196, -4.479, 0.522)  0.206
N (0.085, 1.580, -1.070)  -0.082
O (-1.380, -3.027, -2.574)  0.174

Calculated values
- SMILES: C[C@@H]1CCNC1.N#CC(=O)C#N
- Gap between HOMO and LUMO: 6.9 eV
- 2S+1: 1
- HOMO level: -8.8 eV
- Charge: 0

=====

--- x ---
2 unconnected molecules or ions with the total composition C8H11N3O, computed with wB97M-V/def2-TZVPD.

Each line ends with the Löwdin charge.
CARTESIAN COORDINATES (ANGSTROEM)
C (2.125, -0.770, 0.380)  -0.677
C (0.383, 1.995, -0.091)  -0.169
C (-0.800, 0.809, -0.084)  -0.163
C (-1.207, 0.189, -1.159)  -0.109
C (-2.191, -0.725, -0.998)  -0.108
C (-2.835, -1.169, 0.138)  0.008
C (-2.315, -0.500, 1.278)  -0.021
C (-1.240, 0.409, 1.251)  0.017
H (2.461, -2.650, 0.148)  0.067
H (2.607, -1.772, -1.813)  0.258
H (3.111, 0.777, -1.121)  0.257
H (1.534, 1.544, 1.338)  0.078
H (0.083, 2.533, -1.059)  0.122
H (0.090, 2.816, 0.521)  0.088
H (-1.090, 0.584, -2.344)  0.184
H (-2.204, -1.411, -1.684)  0.052
H (-3.255, -1.881, -0.040)  -0.036
H (-2.538, -0.711, 2.321)  0.100
H (-1.067, 0.794, 1.996)  -0.029
N (2.814, -1.824, -0.402)  0.022
N (2.100, 0.387, -0.459)  0.013
N (1.583, 1.441, 0.394)  -0.091
O (1.852, -0.868, 1.491)  0.137

Calculated values
- Gap between HOMO and LUMO: 8.7 eV
- 2S+1: 1
- HOMO level: -8.4 eV
- Charge: 0

=====

Which is most stable, and by how much? w, by 6.716 eV.

=====

--- w ---
A molecular structure, C4H7ClS, computed with wB97M-V/def2-TZVPD.

Each line ends with the Löwdin charge.
CARTESIAN COORDINATES (ANGSTROEM)
C (0.092, -0.337, -1.417)  -0.154
C (-0.516, -1.133, -0.289)  -0.635
C (0.521, -0.156, 0.008)  -0.925
C (0.363, 1.253, 0.694)  -0.096
S (-2.189, -0.747, 0.396)  0.716
Cl (2.153, -0.746, 0.249)  0.665
H (0.782, -0.865, -1.989)  0.073
H (-0.478, 0.469, -1.797)  0.098
H (-0.153, -2.501, -0.033)  0.218
H (1.354, 1.733, 0.754)  0.066
H (-0.065, 1.082, 1.749)  0.093
H (-0.103, 2.018, 0.195)  0.038
H (-1.763, -0.070, 1.479)  -0.157

Calculated values
- Gap between HOMO and LUMO: 10.0 eV
- 2S+1: 1
- HOMO level: -9.2 eV
- Charge: 0

=====

--- x ---
A single C4H7ClS molecule, computed with wB97M-V/def2-TZVPD.

Each line ends with the Löwdin charge.
CARTESIAN COORDINATES (ANGSTROEM)
C (-2.079, 1.480, -0.347)  -0.163
C (-1.207, 0.333, 0.166)  -0.895
C (-0.019, 0.666, 0.689)  -0.280
C (1.421, -0.013, 1.070)  -0.510
H (-1.546, 2.405, 0.316)  0.108
H (-3.262, 1.099, -0.049)  0.120
H (-2.307, 1.922, -1.529)  0.134
H (-0.001, 1.868, 0.594)  0.112
H (1.970, 0.519, 1.944)  0.082
H (1.199, -1.040, 1.548)  0.077
H (3.359, -0.172, 0.380)  -0.049
S (2.291, 0.040, -0.680)  0.567
Cl (-1.457, -1.297, -0.105)  0.699

Calculated values
- SMILES: C/C(Cl)=C/CS
- Gap between HOMO and LUMO: 9.4 eV
- 2S+1: 1
- HOMO level: -9.0 eV
- Charge: 0

=====

Which is most stable, and by how much? w, by 1.810 eV.